[1]
{
  "formula": "C18H41N2OS",
  "method": "ωB97M-V/def2-TZVPD",
  "species": ["C", "C", "S", "C", "O", "C", "C", "C", "H", "H", "H", "H", "H", "H", "H", "H", "H", "H", "H", "C", "C", "N", "C", "C", "C", "C", "H", "H", "H", "H", "H", "H", "H", "H", "H", "H", "H", "H", "H", "H", "H", "C", "C", "N", "C", "C", "C", "C", "H", "H", "H", "H", "H", "H", "H", "H", "H", "H", "H", "H", "H", "H", "H"],
  "xyz": [[1.86399, 4.32129, -5.17043], [2.14784, 3.15384, -5.23567], [2.57096, 1.42418, -5.33889], [1.47151, 0.54500, -4.07293], [0.76035, -0.41855, -4.80022], [-0.66933, -0.19595, -4.76913], [-1.12571, 1.22627, -5.32333], [-1.65185, 2.20519, -4.16014], [1.32044, 5.29258, -5.06845], [3.88350, 1.24163, -4.90426], [2.15483, 0.02125, -3.33848], [0.84238, 1.26186, -3.48083], [-1.13146, -0.44658, -3.76310], [-1.11393, -0.95663, -5.48076], [-2.00013, 1.09252, -6.02808], [-0.24186, 1.69550, -5.85733], [-0.78700, 2.88909, -3.88093], [-2.51000, 2.84525, -4.51934], [-1.91850, 1.65441, -3.21895], [0.72385, -3.33583, 2.68004], [0.64765, -3.48068, 1.16693], [0.74884, -2.20934, 0.46113], [0.37363, -2.29525, -0.94134], [1.23230, -3.16665, -1.86045], [1.93213, -1.40989, 0.74506], [3.30128, -2.04605, 0.49691], [-0.01622, -2.61938, 3.04229], [0.52097, -4.29721, 3.15675], [1.71383, -3.01238, 3.00983], [-0.32246, -3.93281, 0.93705], [1.41180, -4.19678, 0.83620], [0.32268, -1.28280, -1.36287], [-0.65515, -2.66914, -0.99079], [2.19191, -2.69770, -2.08206], [0.71837, -3.30635, -2.81634], [1.41433, -4.15876, -1.44418], [1.89047, -1.09981, 1.79420], [1.87506, -0.46825, 0.18660], [3.37346, -3.05595, 0.90553], [4.07696, -1.44702, 0.98149], [3.54742, -2.08333, -0.56472], [-1.33414, 1.28558, 1.15461], [-2.04688, 1.75698, 2.41708], [-2.09707, 0.74832, 3.46346], [-3.02859, 1.07343, 4.53747], [-2.73375, 2.31191, 5.38536], [-0.81621, 0.20186, 3.88780], [0.24063, 1.17912, 4.40606], [-1.76515, 0.35266, 0.78331], [-1.43647, 2.03929, 0.36860], [-0.26509, 1.13259, 1.32220], [-3.07154, 2.01320, 2.12889], [-1.57824, 2.68756, 2.76567], [-3.12896, 0.20855, 5.20101], [-4.02214, 1.19976, 4.09313], [-1.90378, 2.14519, 6.07150], [-3.60719, 2.55289, 5.99715], [-2.51451, 3.19077, 4.77526], [-0.38331, -0.34646, 3.04399], [-0.98336, -0.56811, 4.64792], [0.35319, 2.05453, 3.76194], [1.21335, 0.68053, 4.44424], [0.02006, 1.51907, 5.41737]],
  "e_homo_ev": -9.63,
  "orbital_gap_ha": 0.19537,
  "charge": 1
}

=====

[2]
{
  "formula": "C18H41N2P3S2W",
  "method": "ωB97M-V/def2-TZVPD",
  "species": ["W", "P", "P", "P", "H", "C", "C", "H", "C", "C", "C", "C", "C", "C", "C", "C", "C", "H", "H", "H", "H", "H", "H", "H", "H", "H", "H", "H", "H", "H", "H", "H", "H", "H", "H", "H", "H", "H", "H", "H", "H", "H", "H", "H", "H", "H", "C", "C", "C", "C", "C", "C", "S", "H", "H", "H", "H", "H", "H", "N", "C", "N", "S", "H", "H", "H", "H"],
  "xyz": [[0.03944, 0.05946, -0.11137], [-1.51068, 1.93787, -0.07657], [-1.85490, -1.36758, 0.84603], [1.62474, 1.18758, -1.48164], [-1.06266, -1.98285, -1.73496], [-0.10878, -1.43830, -1.68544], [0.89666, -1.83721, -0.67626], [0.63599, -2.63854, 0.02226], [-2.60273, 1.98605, -1.55334], [-2.71509, 2.13684, 1.30069], [-0.76604, 3.61924, -0.06187], [-1.58818, -3.17958, 0.91607], [-2.48047, -1.13884, 2.55962], [-3.39899, -1.31682, -0.13763], [2.95238, 0.13926, -2.16516], [2.54824, 2.53553, -0.69008], [0.81147, 1.89089, -2.96019], [0.23241, -1.08596, -2.66803], [1.95191, -1.75692, -0.94084], [-3.25332, 2.87423, -1.51889], [-3.23372, 1.08875, -1.59894], [-2.00474, 2.02683, -2.47243], [-3.26627, 3.08648, 1.19069], [-2.18933, 2.16459, 2.26595], [-3.45366, 1.32513, 1.32315], [-1.55611, 4.38486, 0.00628], [-0.17780, 3.81627, -0.96638], [-0.10928, 3.72680, 0.81213], [-2.49473, -3.67703, 1.29089], [-0.75912, -3.41608, 1.59007], [-1.36347, -3.57936, -0.07534], [-3.44860, -1.65079, 2.66399], [-2.63204, -0.08439, 2.80890], [-1.78400, -1.56806, 3.29118], [-4.07598, -2.10500, 0.22128], [-3.17663, -1.51146, -1.19303], [-3.91426, -0.35418, -0.06025], [3.58389, 0.77421, -2.80325], [2.55115, -0.68735, -2.76624], [3.55023, -0.26481, -1.33758], [3.15691, 3.00791, -1.47244], [3.20556, 2.11578, 0.08466], [1.88792, 3.28256, -0.23196], [1.60656, 2.28973, -3.60554], [0.11001, 2.69521, -2.70518], [0.26615, 1.10866, -3.50862], [2.24840, -0.76022, -7.04736], [1.58397, -0.43119, -8.24370], [1.44153, -1.39771, -9.24756], [2.00523, -2.67265, -9.10021], [2.74587, -2.96329, -7.95212], [2.89902, -2.00918, -6.94893], [2.29726, 0.25101, -5.60939], [1.39170, 1.24408, -5.83018], [1.14988, 0.56629, -8.36296], [0.87388, -1.16735, -10.14780], [1.87144, -3.42673, -9.86940], [3.19810, -3.94030, -7.82063], [3.47560, -2.22619, -6.05462], [-0.14366, 1.13315, 4.09884], [0.42350, 0.07184, 3.51485], [0.47304, -1.08734, 4.17822], [1.17195, 0.17049, 1.86108], [-0.40974, 1.10125, 5.07970], [-0.10529, 2.05459, 3.64868], [1.00860, -1.86569, 3.77406], [0.32427, -1.12167, 5.18621]],
  "e_homo_ev": [-19.58, -19.65],
  "spin_multiplicity": 3,
  "orbital_gap_ha": [0.20115, 0.20959],
  "charge": 4
}

=====

[3]
{
  "formula": "C18H41N6OP2V",
  "method": "ωB97M-V/def2-TZVPD",
  "species": ["V", "P", "P", "N", "C", "H", "H", "C", "H", "H", "C", "H", "H", "C", "H", "H", "C", "C", "H", "H", "H", "C", "C", "H", "H", "H", "C", "C", "H", "H", "H", "C", "C", "H", "H", "H", "C", "O", "C", "H", "H", "H", "C", "H", "H", "H", "C", "H", "H", "H", "C", "H", "H", "H", "H", "H", "H", "H", "H", "H", "N", "N", "N", "C", "N", "N", "H", "H", "H"],
  "xyz": [[0.00000, 0.00000, 0.00000], [-0.03670, -1.92710, -1.10260], [0.18590, 2.15660, 0.50400], [0.43050, 0.74640, -2.08760], [0.90960, -1.58540, -2.70900], [1.74040, -2.30190, -2.82130], [0.23390, -1.73610, -3.56980], [1.44600, -0.14700, -2.69580], [2.35960, -0.07770, -2.08290], [1.69540, 0.18380, -3.72620], [0.68580, 2.21050, -2.20010], [-0.28070, 2.69480, -2.42090], [1.35720, 2.41330, -3.05710], [1.25990, 2.77890, -0.90150], [1.34060, 3.87940, -0.95580], [2.27060, 2.37360, -0.72490], [1.03470, 2.75560, 2.07830], [1.83620, 1.65180, 2.78790], [2.80580, 1.45830, 2.29870], [1.26420, 0.70900, 2.82720], [2.04330, 1.95980, 3.82920], [-1.35190, 3.23710, 0.39030], [-2.37270, 2.79660, 1.45210], [-3.37600, 2.69880, 0.99910], [-2.44780, 3.53840, 2.26750], [-2.09000, 1.82380, 1.88720], [-1.64750, -2.66160, -1.75030], [-2.29640, -3.54460, -0.67370], [-3.38270, -3.67430, -0.83440], [-2.13860, -3.09120, 0.32240], [-1.84200, -4.55190, -0.68140], [0.94140, -3.38370, -0.41570], [0.50120, -3.77590, 1.00370], [1.30350, -4.35770, 1.49330], [-0.41060, -4.39620, 0.99810], [0.29940, -2.88380, 1.61560], [1.66190, -0.31740, 0.54260], [2.77330, -0.57140, 0.86450], [-1.10660, 4.75180, 0.41450], [-0.07190, 4.99130, 0.72020], [-1.28790, 5.22330, -0.56690], [-1.78240, 5.23410, 1.14490], [-1.37470, -3.47840, -3.02370], [-1.92600, -4.43430, -2.99540], [-1.70480, -2.91480, -3.91550], [-0.30330, -3.70600, -3.14790], [1.01720, -4.59240, -1.36000], [1.66090, -5.37660, -0.92120], [0.02030, -5.03840, -1.52380], [1.43790, -4.32810, -2.34680], [-0.01090, 3.36640, 3.02830], [-0.82320, 2.66230, 3.26900], [0.46040, 3.66320, 3.97990], [-0.45680, 4.26600, 2.56500], [1.73710, 3.55030, 1.76160], [1.95060, -2.93510, -0.32980], [-1.75930, 2.94750, -0.59760], [-2.32430, -1.81800, -1.98630], [-0.47470, 0.54940, -2.52490], [-1.58430, 0.33500, -0.44060], [-0.68020, -1.86120, 5.10480], [-0.99040, -1.41280, 3.83020], [-2.21930, -1.29910, 3.35920], [-2.05000, -0.83810, 2.10510], [-0.73700, -0.67600, 1.83770], [-0.09310, -1.04900, 2.93320], [0.30250, -1.92670, 5.40690], [-1.43020, -2.13070, 5.75760], [-2.85370, -0.63050, 1.41240]],
  "e_homo_ev": [-10.93, -11.62],
  "spin_multiplicity": 4,
  "orbital_gap_ha": [0.33353, 0.29622],
  "charge": 1
}